Computed, not measured: a single C24H34N4O5S molecule in a non-equilibrium geometry, with ωB97M-V/def2-TZVPD.

ORCA input file:
```
! RIJCOSX wB97M-V def2-TZVPD def2/J DEFGRID3
* xyz 0 1
C -0.152 -5.722 2.454
O 0.815 -5.039 1.690
C 0.571 -3.670 1.518
C -0.555 -3.382 0.501
N -0.650 -1.970 0.199
C -0.088 -1.380 -0.871
O -0.262 -0.193 -1.131
C 0.770 -2.252 -1.777
C 1.496 -1.411 -2.835
C 2.742 -0.769 -2.266
O 3.863 -1.182 -2.489
N 2.524 0.310 -1.464
C 3.571 0.990 -0.898
N 3.443 2.031 -0.145
C 4.658 2.487 0.257
C 5.724 1.784 -0.193
S 5.213 0.465 -1.184
C -1.492 -1.195 1.120
C -2.913 -1.116 0.516
O -3.820 -1.793 0.956
N -3.004 -0.302 -0.541
C -4.245 -0.041 -1.233
C -4.709 1.398 -1.000
C -5.906 1.798 -1.868
C -6.193 3.288 -1.694
C -7.150 0.983 -1.522
C -0.913 0.152 1.484
C -1.750 1.226 1.766
C -1.229 2.460 2.088
C 0.152 2.657 2.131
O 0.569 3.919 2.406
C 1.949 4.194 2.319
C 0.993 1.572 1.904
C 0.457 0.336 1.595
H -0.311 -5.229 3.420
H -1.111 -5.799 1.930
H 0.245 -6.721 2.619
H 0.335 -3.193 2.481
H 1.512 -3.253 1.147
H -0.366 -3.962 -0.402
H -1.519 -3.701 0.907
H 1.494 -2.824 -1.197
H 0.107 -2.956 -2.287
H 1.809 -2.054 -3.658
H 0.821 -0.640 -3.207
H 1.573 0.612 -1.259
H 4.696 3.356 0.890
H 6.762 1.962 -0.005
H -1.583 -1.789 2.036
H -2.177 0.211 -0.824
H -4.101 -0.216 -2.304
H -4.975 -0.754 -0.847
H -3.873 2.068 -1.218
H -4.969 1.523 0.053
H -5.648 1.615 -2.918
H -7.022 3.594 -2.327
H -5.322 3.883 -1.959
H -6.454 3.504 -0.660
H -8.000 1.329 -2.105
H -7.391 1.091 -0.467
H -7.001 -0.072 -1.736
H -2.821 1.096 1.735
H -1.875 3.298 2.296
H 2.346 3.902 1.343
H 2.042 5.271 2.450
H 2.508 3.685 3.110
H 2.064 1.680 1.943
H 1.129 -0.494 1.423
*
```

**Structure (SMILES)**: COCCN(C(=O)CCC(=O)Nc1nccs1)[C@H](C(=O)NCCC(C)C)c1ccc(OC)cc1
**E_tot**: -52474.14947 eV
**LUMO**: 0.6 eV
**Strongest force on any atom**: 1.08 eV/Å
**HOMO-LUMO gap**: 8.85 eV
**HOMO**: -8.28 eV